[1]
{"formula": "C4H8N2O", "method": "ωB97M-V with the def2-TZVPD basis set", "lumo_ev": 0.78, "homo_lumo_gap_ha": 0.401, "homo_energy_ev": -10.13, "smiles": "N#C[C@@H](N)CCO", "elements": ["N", "C", "C", "N", "C", "C", "O", "H", "H", "H", "H", "H", "H", "H", "H"], "coordinates": [[-0.335171, 2.227638, 0.586007], [-0.766544, 1.155429, 0.606014], [-0.974643, -0.286794, 0.455307], [-2.342325, -0.531159, -0.076871], [0.302558, -0.655992, -0.469980], [1.552327, 0.269299, -0.547726], [2.233150, 0.390162, 0.686570], [-0.863672, -0.754998, 1.448666], [-2.543442, -1.524540, -0.165415], [-3.047734, -0.190570, 0.585384], [-0.003438, -0.752249, -1.520490], [0.730434, -1.610972, -0.141745], [1.371507, 1.257304, -0.995269], [2.171130, -0.298019, -1.260450], [2.515857, 1.305454, 0.809995]], "forces_ev_per_angstrom": [[-0.8, -0.6, 0.3], [0.4, 1.1, 0.1], [0.6, 0.2, -0.1], [0.3, -0.1, -0.1], [-0.3, -0.1, 0.1], [-0.3, -0.3, -0.3], [0.0, 0.0, 0.1], [0.3, 0.2, -0.3], [0.4, 0.1, 0.0], [0.5, 0.1, -0.3], [-0.3, -0.1, 0.3], [-0.5, 0.0, 0.0], [-0.3, -0.4, 0.2], [0.2, 0.3, 0.1], [-0.2, -0.3, 0.0]]}

=====

[2]
{"formula": "C5H9NO2P", "method": "ωB97M-V with the def2-TZVPD basis set", "lumo_ev": 3.68, "homo_lumo_gap_ha": 0.275, "homo_energy_ev": -3.81, "smiles": "C=[P@]([O-])(C#N)OC(C)C", "charge": -1, "elements": ["C", "P", "O", "C", "N", "O", "C", "C", "C", "H", "H", "H", "H", "H", "H", "H", "H", "H"], "coordinates": [[1.310506, -0.323902, -2.627743], [2.049991, 0.535283, -1.291141], [1.995497, 1.997320, -1.386896], [3.724170, -0.070313, -0.813528], [4.752838, -0.515321, -0.877867], [1.557988, 0.007443, 0.269228], [0.192928, 0.058479, 0.439581], [-0.508224, -1.312374, 0.658589], [-0.383869, 1.058086, 1.393712], [1.493958, 0.362155, -3.411199], [1.829028, -1.291703, -2.790373], [-0.159920, 0.427123, -0.531534], [-0.053175, -1.928362, 1.541869], [-1.534000, -1.179712, 0.918707], [-0.197710, -1.776978, -0.230364], [-1.474778, 1.125680, 1.297567], [0.255730, 1.892619, 1.293341], [-0.397108, 0.719664, 2.471642]], "forces_ev_per_angstrom": [[1.3, -0.7, 2.5], [-0.8, -1.7, 0.5], [0.2, 1.0, 0.2], [-3.4, 1.6, -0.8], [3.8, -1.6, 0.2], [1.1, 0.0, -0.7], [-3.0, -0.5, -0.6], [3.0, 0.1, 2.1], [0.0, -1.3, 2.4], [0.0, 0.7, -1.2], [-0.5, 0.4, 0.1], [-0.7, -0.3, -0.1], [-0.5, 1.3, -1.4], [-0.9, -0.1, -0.6], [-0.7, -1.5, -1.3], [0.4, 0.8, -0.9], [-0.2, 1.7, 0.1], [0.8, 0.1, -0.7]]}

=====

[3]
{"formula": "C23H24Cl2I2N2OScTe", "method": "ωB97M-V with the def2-TZVPD basis set", "lumo_ev": [2.13, 2.13], "homo_lumo_gap_ha": [0.156, 0.179], "homo_energy_ev": [-2.12, -2.74], "charge": -1, "elements": ["Sc", "I", "C", "C", "C", "I", "C", "O", "C", "C", "N", "C", "C", "C", "C", "C", "C", "N", "C", "H", "H", "H", "H", "H", "H", "H", "H", "H", "H", "H", "Cl", "C", "Cl", "H", "H", "C", "C", "C", "C", "C", "C", "C", "H", "H", "H", "H", "H", "C", "Te", "C", "H", "H", "H", "H", "H", "H"], "coordinates": [[0.294317, 0.541744, -0.181803], [-4.617056, -0.422369, 5.496306], [-2.951283, -0.149703, 4.258591], [-2.054123, 0.868732, 4.526782], [-0.951641, 1.038013, 3.706793], [0.394823, 2.584007, 4.055078], [-0.702412, 0.196728, 2.607689], [0.337859, 0.324764, 1.851030], [-1.660181, -0.816621, 2.340976], [-1.454838, -1.671952, 1.124906], [-1.512454, -0.879034, -0.131833], [-2.804494, -0.186017, -0.348051], [-2.644709, 1.298747, -0.581208], [-3.610260, 2.028037, -1.208911], [-3.484920, 3.439556, -1.312711], [-2.385275, 4.018213, -0.650240], [-1.443100, 3.231998, -0.050233], [-1.489181, 1.842848, -0.072493], [-2.758907, -0.980855, 3.161767], [-2.211702, 1.534660, 5.364120], [-0.467270, -2.141322, 1.144290], [-2.215025, -2.461878, 1.109546], [-1.327470, -1.530606, -0.890046], [-3.338432, -0.637849, -1.188818], [-3.414465, -0.338971, 0.546224], [-4.481108, 1.516406, -1.605127], [-4.242719, 4.041039, -1.792925], [-2.270653, 5.094943, -0.599297], [-0.600518, 3.667998, 0.477587], [-3.477123, -1.761782, 2.939937], [-0.722212, 0.348102, -3.181747], [0.459519, 1.571745, -3.667086], [0.883745, 2.671166, -2.342470], [0.009573, 2.167185, -4.452014], [1.363184, 1.061124, -3.981423], [1.683228, -0.768957, -0.918314], [1.861474, -2.152894, -1.248176], [2.953956, -2.971161, -0.868113], [3.000941, -4.322690, -1.162269], [1.973141, -4.955587, -1.850641], [0.887657, -4.181999, -2.251961], [0.837219, -2.831748, -1.969092], [3.758529, -2.528539, -0.294099], [3.860804, -4.896443, -0.832377], [2.016953, -6.014908, -2.069264], [0.073559, -4.635438, -2.808382], [0.006218, -2.248843, -2.353358], [5.645511, 0.803463, -0.007346], [3.631231, 0.359272, -1.062681], [2.957367, 1.738246, 0.471150], [5.944740, 1.848798, -0.092019], [6.371212, 0.155856, -0.498904], [5.527582, 0.517379, 1.036530], [3.262885, 1.330320, 1.431243], [1.882075, 1.936954, 0.578938], [3.414220, 2.710141, 0.295965]], "forces_ev_per_angstrom": [[0.1, 0.2, 0.7], [0.0, 0.0, 0.0], [0.0, -0.1, -0.1], [0.0, 0.1, 0.1], [0.0, -0.1, 0.0], [0.0, 0.0, 0.0], [-0.3, -0.1, 0.1], [0.3, 0.2, -0.3], [0.1, 0.2, 0.0], [0.0, -0.1, 0.0], [0.1, 0.0, 0.0], [-0.1, 0.0, -0.1], [-0.3, 0.0, -0.1], [0.1, -0.1, 0.0], [0.0, 0.0, 0.0], [0.1, 0.0, 0.1], [-0.1, 0.1, 0.0], [0.1, -0.1, -0.2], [-0.1, 0.0, 0.1], [0.0, 0.0, 0.0], [0.0, 0.0, 0.0], [0.0, 0.0, 0.0], [0.0, 0.0, 0.0], [0.0, 0.0, 0.0], [0.0, 0.0, 0.0], [0.0, 0.0, 0.0], [0.0, 0.0, 0.0], [0.0, 0.0, 0.0], [0.0, 0.0, 0.0], [0.0, 0.0, 0.0], [-0.1, 0.2, -0.1], [0.1, -0.1, 0.0], [-0.1, 0.0, 0.0], [0.1, 0.0, 0.0], [0.0, 0.0, 0.1], [0.1, -0.4, -0.3], [-0.3, 0.1, -0.1], [0.1, 0.0, 0.1], [0.0, 0.0, 0.0], [0.0, -0.1, 0.0], [0.0, -0.1, 0.0], [0.0, 0.1, 0.0], [0.0, 0.0, 0.0], [0.0, 0.0, 0.0], [0.0, 0.0, 0.0], [0.0, 0.0, 0.0], [0.0, 0.0, 0.0], [-0.2, 0.0, -0.3], [0.2, 0.0, 0.4], [-0.2, 0.0, 0.0], [0.0, 0.0, 0.0], [0.1, 0.0, 0.0], [0.1, 0.0, 0.0], [0.0, 0.0, 0.0], [0.1, 0.1, -0.1], [0.1, 0.0, 0.0]]}